# 1
{"formula": "C31H33BrN4O2SiSn", "method": "ωB97M-V/def2-TZVPD", "species": ["C", "C", "H", "C", "H", "C", "H", "C", "C", "C", "C", "C", "C", "C", "H", "C", "Si", "Br", "H", "C", "C", "C", "O", "H", "H", "H", "C", "H", "H", "N", "C", "O", "H", "H", "C", "H", "H", "C", "H", "C", "H", "H", "N", "H", "Sn", "H", "H", "C", "C", "H", "H", "H", "H", "H", "H", "C", "H", "N", "C", "C", "H", "H", "C", "H", "C", "C", "H", "H", "C", "C", "C", "N", "H"], "positions_angstrom": [[1.072, 3.338, 0.246], [4.926, 1.072, 4.775], [3.694, 1.999, 3.273], [3.848, 1.137, 3.908], [5.635, 1.884, 4.846], [2.940, 0.088, 3.832], [1.776, 0.055, -4.228], [-1.096, -4.052, -0.371], [-6.153, 1.764, 0.722], [3.878, -1.702, -2.456], [1.533, -3.655, -2.736], [0.687, -0.487, -0.295], [2.085, 3.925, -0.484], [-3.313, -1.019, -0.840], [-6.254, 1.621, 2.869], [2.111, 3.714, -1.853], [2.029, -1.854, -2.664], [6.556, -0.161, 6.749], [-1.817, -0.753, -2.345], [1.772, 0.160, 2.897], [3.117, -1.037, 4.628], [1.123, 2.944, -2.428], [1.659, 1.175, 2.145], [-3.309, 0.119, -2.696], [-0.727, -4.901, -0.931], [-3.716, -0.413, -0.033], [-2.605, -0.149, -1.891], [-0.946, -2.553, 2.641], [-4.153, -1.527, -1.320], [0.107, 2.584, -0.301], [-1.945, -3.137, -0.965], [0.932, -0.765, 2.876], [1.965, -1.460, -5.118], [1.105, 2.759, -3.495], [-2.930, 2.170, -1.234], [4.199, -2.165, -1.522], [-3.786, 1.854, 3.125], [-3.933, 2.017, -0.117], [-2.257, -3.256, -1.996], [5.083, -0.060, 5.560], [-1.305, 2.020, -3.136], [1.022, 3.456, 1.321], [-1.972, 1.064, -1.358], [4.176, -0.652, -2.425], [-0.400, 0.561, 1.299], [-2.358, 3.078, -1.035], [4.342, -1.990, 6.119], [-5.294, 1.905, -0.359], [1.201, -1.030, -1.258], [-0.376, 0.616, -2.618], [2.895, 4.145, -2.463], [-3.463, 2.307, -2.189], [4.411, -2.185, -3.279], [-7.220, 1.669, 0.566], [-5.670, 1.912, -1.374], [4.192, -1.119, 5.498], [0.453, -3.756, -2.855], [-3.420, 2.018, 1.116], [-0.903, 1.497, -2.251], [0.142, 2.385, -1.616], [2.397, -1.840, 4.553], [2.840, 4.518, 0.012], [-4.246, 1.871, 2.142], [2.018, -4.159, -3.576], [-2.402, -2.052, -0.224], [-0.722, -3.856, 0.948], [0.412, -1.058, -4.384], [1.820, -4.170, -1.817], [-5.622, 1.738, 2.000], [-1.226, -2.755, 1.614], [1.494, -1.000, -4.246], [-2.059, -1.872, 1.053], [-0.047, -4.535, 1.451]], "lumo_ha": 0.0229, "e_tot_ev": -126490.8724, "relative_energy_kj_mol": 0.0, "mol_weight_g_mol": 720.332, "homo_ev": -7.64, "orbital_gap_ev": 8.266}

=====

# 2
{"formula": "C31H33ClDyN2O2Si2", "method": "ωB97M-V/def2-TZVPD", "species": ["C", "C", "C", "C", "H", "C", "H", "H", "C", "C", "C", "H", "H", "N", "C", "H", "H", "C", "C", "C", "N", "C", "H", "H", "H", "H", "C", "O", "C", "H", "C", "Cl", "H", "C", "H", "C", "H", "C", "C", "Dy", "H", "H", "C", "H", "C", "H", "C", "Si", "C", "H", "Si", "C", "C", "H", "H", "H", "H", "H", "C", "H", "H", "H", "O", "C", "H", "C", "H", "H", "C", "C", "H", "H"], "positions_angstrom": [[0.839, -1.315, -5.719], [-0.183, -2.830, 0.974], [-1.688, -0.697, 6.065], [0.793, 2.014, -4.321], [2.026, 4.219, -7.281], [-3.329, 2.665, 0.767], [0.935, 3.429, 6.916], [-3.249, 0.741, 5.314], [-0.884, 2.082, -0.491], [2.034, -1.361, -4.982], [-2.613, -0.940, 3.958], [-2.176, -5.000, -0.742], [-0.054, 4.828, -6.052], [2.523, 0.155, 5.648], [2.575, -2.611, -4.625], [-3.248, -2.847, -1.428], [-4.272, 2.899, 1.268], [-0.689, -4.045, 0.505], [0.061, 3.143, -4.703], [-1.698, -2.018, 4.160], [1.962, -0.647, 4.585], [-1.877, -1.629, -0.296], [3.501, 0.093, 5.910], [-1.546, -2.855, 3.487], [-0.242, -4.982, 0.842], [-3.645, 4.063, -0.850], [0.702, -3.737, -5.676], [2.289, 1.834, 7.122], [1.681, 3.601, -6.450], [-0.490, -2.604, 5.964], [-1.748, 3.039, -1.041], [1.792, 0.278, 0.784], [1.903, 3.326, 8.440], [1.967, 1.667, -5.011], [-3.266, -0.823, 3.095], [1.321, 2.779, 7.706], [3.098, 0.240, -3.019], [-2.469, 1.711, 1.321], [-2.604, -0.117, 5.127], [-0.335, 0.063, 4.199], [2.005, -1.628, 4.879], [-0.772, -2.450, -6.602], [1.772, 1.144, 6.140], [-0.860, 3.393, -4.174], [-1.118, -1.872, 5.463], [-1.453, 3.571, -1.949], [1.908, -3.791, -4.965], [-0.208, -0.012, 1.325], [0.169, -2.499, -6.050], [-2.364, -0.691, -0.574], [2.925, 0.178, -4.484], [2.414, 2.471, -6.072], [-0.765, -1.611, 0.566], [3.332, 2.206, -6.600], [0.656, -2.832, 1.679], [4.222, 0.186, -5.194], [0.508, 2.212, 8.175], [2.328, -4.756, -4.675], [-1.779, -4.052, -0.377], [3.520, -2.652, -4.080], [0.180, -4.658, -5.936], [0.081, 1.879, -0.961], [0.597, 1.375, 5.693], [-1.259, 1.376, 0.666], [0.426, -0.354, -6.035], [-2.377, -2.849, -0.769], [-2.751, 1.223, 2.261], [2.549, -0.573, 3.743], [0.510, 3.941, -5.763], [-2.973, 3.319, -0.421], [0.452, 1.400, -3.484], [-1.573, -0.407, 7.107]], "lumo_ha": [-0.1139, -0.1134], "e_tot_ev": -92114.2198, "total_charge": 1, "relative_energy_kj_mol": 0.0, "mol_weight_g_mol": 719.742, "spin_multiplicity": 6, "homo_ev": [-10.02, -9.96], "s2": 9.34, "orbital_gap_ev": [6.921, 6.873]}

=====

# 3
{"formula": "C31H33ClN2O2PtSi2", "method": "ωB97M-V/def2-TZVPD", "species": ["H", "H", "C", "C", "Pt", "C", "H", "H", "H", "C", "C", "C", "C", "C", "C", "H", "H", "Si", "C", "H", "C", "C", "H", "C", "H", "H", "H", "C", "H", "H", "C", "Cl", "H", "C", "C", "C", "H", "H", "O", "H", "C", "H", "H", "C", "C", "C", "C", "C", "H", "N", "C", "C", "H", "N", "C", "Si", "H", "H", "C", "H", "H", "H", "H", "O", "H", "C", "H", "H", "H", "C", "H", "C"], "positions_angstrom": [[-2.304, -3.738, -5.659], [0.771, -4.788, -2.821], [-0.289, 1.180, -0.595], [2.829, -9.189, -0.626], [-0.747, -1.600, 0.491], [3.835, -3.764, -0.636], [1.116, 0.035, 1.214], [-3.501, -5.757, -1.771], [1.596, 2.351, -0.634], [1.491, -4.087, -0.051], [-1.472, -8.209, -2.966], [0.702, -8.929, 0.496], [-0.979, -3.828, -1.977], [-1.982, -7.256, -2.066], [-1.912, 2.554, 3.379], [3.494, -6.313, 1.607], [2.119, -10.483, 0.955], [-1.359, -7.255, -0.333], [-1.685, 0.630, 1.984], [-1.005, 1.854, -0.123], [1.540, 0.414, -1.775], [-2.687, -3.200, -3.601], [0.535, -1.380, -2.656], [1.310, -7.438, -1.316], [-0.019, -9.250, 1.249], [-1.116, -2.996, 1.241], [-2.839, -2.834, -1.486], [-3.098, -6.501, -2.451], [4.602, -3.229, -1.200], [-1.719, -9.225, -4.856], [2.541, -8.083, -1.429], [-1.691, -5.405, 0.760], [-2.235, -8.174, 0.441], [-2.224, -3.257, -2.285], [2.492, -3.387, -0.750], [-3.682, -6.692, -3.699], [2.234, -2.537, -1.391], [-0.139, -4.859, -5.126], [-2.452, 1.611, 2.406], [3.782, -9.707, -0.741], [1.904, -9.615, 0.333], [0.851, -0.982, 2.477], [3.278, -7.713, -2.144], [-0.648, -0.131, -1.185], [-0.216, -4.367, -3.020], [4.202, -4.827, 0.198], [0.381, -7.851, -0.351], [-1.937, -3.776, -4.629], [-3.697, -7.867, -5.518], [-0.429, 0.547, 2.471], [1.032, 1.468, -0.933], [0.522, -0.515, -1.989], [-3.638, -2.707, -3.826], [0.386, -0.420, 1.766], [1.891, -5.081, 0.854], [-0.339, -3.647, -0.226], [1.146, -5.588, 1.470], [-1.116, 3.178, 2.939], [3.225, -5.478, 0.953], [2.552, 0.398, -2.183], [-2.767, 3.189, 3.610], [-1.667, -0.414, -1.456], [-0.595, -8.793, -2.699], [-2.101, -0.198, 1.120], [0.010, 1.361, 2.911], [-2.093, -8.443, -4.194], [-4.533, -6.079, -3.992], [1.089, -6.595, -1.971], [-1.588, 2.051, 4.296], [-0.716, -4.385, -4.327], [5.244, -5.143, 0.277], [-3.200, -7.678, -4.565]], "lumo_ha": [-0.0084, -0.0301], "e_tot_ev": -71277.4826, "relative_energy_kj_mol": 83.4, "mol_weight_g_mol": 752.320, "spin_multiplicity": 3, "homo_ev": [-3.50, -6.89], "s2": 2.01, "orbital_gap_ev": [3.267, 6.074]}

=====

Please write out number 3 again, unchanged.
{"formula": "C31H33ClN2O2PtSi2", "method": "ωB97M-V/def2-TZVPD", "species": ["H", "H", "C", "C", "Pt", "C", "H", "H", "H", "C", "C", "C", "C", "C", "C", "H", "H", "Si", "C", "H", "C", "C", "H", "C", "H", "H", "H", "C", "H", "H", "C", "Cl", "H", "C", "C", "C", "H", "H", "O", "H", "C", "H", "H", "C", "C", "C", "C", "C", "H", "N", "C", "C", "H", "N", "C", "Si", "H", "H", "C", "H", "H", "H", "H", "O", "H", "C", "H", "H", "H", "C", "H", "C"], "positions_angstrom": [[-2.304, -3.738, -5.659], [0.771, -4.788, -2.821], [-0.289, 1.180, -0.595], [2.829, -9.189, -0.626], [-0.747, -1.600, 0.491], [3.835, -3.764, -0.636], [1.116, 0.035, 1.214], [-3.501, -5.757, -1.771], [1.596, 2.351, -0.634], [1.491, -4.087, -0.051], [-1.472, -8.209, -2.966], [0.702, -8.929, 0.496], [-0.979, -3.828, -1.977], [-1.982, -7.256, -2.066], [-1.912, 2.554, 3.379], [3.494, -6.313, 1.607], [2.119, -10.483, 0.955], [-1.359, -7.255, -0.333], [-1.685, 0.630, 1.984], [-1.005, 1.854, -0.123], [1.540, 0.414, -1.775], [-2.687, -3.200, -3.601], [0.535, -1.380, -2.656], [1.310, -7.438, -1.316], [-0.019, -9.250, 1.249], [-1.116, -2.996, 1.241], [-2.839, -2.834, -1.486], [-3.098, -6.501, -2.451], [4.602, -3.229, -1.200], [-1.719, -9.225, -4.856], [2.541, -8.083, -1.429], [-1.691, -5.405, 0.760], [-2.235, -8.174, 0.441], [-2.224, -3.257, -2.285], [2.492, -3.387, -0.750], [-3.682, -6.692, -3.699], [2.234, -2.537, -1.391], [-0.139, -4.859, -5.126], [-2.452, 1.611, 2.406], [3.782, -9.707, -0.741], [1.904, -9.615, 0.333], [0.851, -0.982, 2.477], [3.278, -7.713, -2.144], [-0.648, -0.131, -1.185], [-0.216, -4.367, -3.020], [4.202, -4.827, 0.198], [0.381, -7.851, -0.351], [-1.937, -3.776, -4.629], [-3.697, -7.867, -5.518], [-0.429, 0.547, 2.471], [1.032, 1.468, -0.933], [0.522, -0.515, -1.989], [-3.638, -2.707, -3.826], [0.386, -0.420, 1.766], [1.891, -5.081, 0.854], [-0.339, -3.647, -0.226], [1.146, -5.588, 1.470], [-1.116, 3.178, 2.939], [3.225, -5.478, 0.953], [2.552, 0.398, -2.183], [-2.767, 3.189, 3.610], [-1.667, -0.414, -1.456], [-0.595, -8.793, -2.699], [-2.101, -0.198, 1.120], [0.010, 1.361, 2.911], [-2.093, -8.443, -4.194], [-4.533, -6.079, -3.992], [1.089, -6.595, -1.971], [-1.588, 2.051, 4.296], [-0.716, -4.385, -4.327], [5.244, -5.143, 0.277], [-3.200, -7.678, -4.565]], "lumo_ha": [-0.0084, -0.0301], "e_tot_ev": -71277.4826, "relative_energy_kj_mol": 83.4, "mol_weight_g_mol": 752.320, "spin_multiplicity": 3, "homo_ev": [-3.50, -6.89], "s2": 2.01, "orbital_gap_ev": [3.267, 6.074]}